[1]
The following is a quantum chemistry calculation of a single C4H8N2S molecule, from the Open Molecules 2025 dataset.

Properties
- E_LUMO (eV) = 0.71
- structure (SMILES) = C[C@H]1CN=CN1S
- net charge = 0
- E_tot (eV) = -18092.1091
- max |F| (eV/A) = 1.640
- energy relative to the best compared isomer or geometry (same formula, charge and spin) (kJ/mol) = 157.6

Atoms and positions in Å:
C: -0.366 -1.588 -0.063
C: 0.564 -0.395 0.235
C: 1.073 0.278 -1.161
N: 0.420 1.566 -1.225
C: -0.282 1.699 -0.180
N: -0.182 0.708 0.788
S: -0.850 0.929 2.341
H: 0.084 -2.381 -0.741
H: -0.697 -2.068 0.860
H: -1.244 -1.233 -0.690
H: 1.416 -0.611 0.904
H: 0.861 -0.365 -2.032
H: 2.132 0.521 -1.137
H: -0.938 2.590 0.041
H: -1.992 0.351 2.059

Forces on the atoms, in the same order (eV/Å):
C 0.0 -0.3 -1.3
C 0.7 -0.5 -1.4
C 0.1 -0.4 1.5
N -1.2 0.2 -0.5
C -0.4 1.3 0.4
N -0.7 1.3 0.3
S 1.1 -0.2 -0.8
H -0.1 0.9 1.0
H -0.2 0.0 -0.1
H 0.8 -0.2 1.0
H -0.4 -0.4 -0.4
H 0.0 0.3 0.4
H 0.3 -0.5 0.0
H 0.9 -1.0 -0.2
H -1.0 -0.4 0.2

Results of the Mulliken charge analysis, in e, for atoms 1 through 2: -1.30, 0.25


[2]
The following is a quantum chemistry calculation of 2 unconnected molecules or ions with the total composition C4H8N2S, from the Open Molecules 2025 dataset.

Properties
- E_LUMO (eV) = 0.70
- net charge = 0
- E_tot (eV) = -18089.4607
- max |F| (eV/A) = 4.645
- energy relative to the best compared isomer or geometry (same formula, charge and spin) (kJ/mol) = 413.1

Atoms and positions in Å:
C: 1.672 0.269 -0.159
C: -0.541 -1.702 -0.473
C: -1.143 -0.385 -0.340
C: -1.213 0.449 0.951
N: 0.100 -0.485 -1.113
N: 1.680 1.561 -0.382
S: 2.623 -0.836 0.452
H: 0.106 -1.907 0.515
H: -0.745 -2.539 -1.149
H: -2.012 -0.142 -0.977
H: -1.958 1.350 0.789
H: -0.272 0.609 1.592
H: -1.801 -0.170 1.639
H: 1.020 1.874 -1.065
H: 2.483 2.054 -0.282

Forces on the atoms, in the same order (eV/Å):
C -2.8 -2.6 -1.7
C 3.9 0.6 2.5
C -0.5 1.8 -0.6
C -1.5 0.0 1.0
N 1.4 1.0 1.3
N -2.8 -1.6 -0.6
S 0.5 0.0 0.6
H -1.5 -0.4 -2.2
H -0.3 0.5 0.4
H 0.4 -0.2 0.2
H 2.2 -1.3 0.3
H -1.1 0.2 -1.6
H -0.2 0.0 0.1
H -0.4 0.3 -0.2
H 2.8 1.7 0.5

Results of the Mulliken charge analysis, in e, for atoms 1 through 2: 0.22, -0.43


[3]
The following is a quantum chemistry calculation of a single C4H8N2S molecule, from the Open Molecules 2025 dataset.

Properties
- E_LUMO (eV) = 0.79
- structure (SMILES) = C/C(=N/S)[C@H]1CN1
- net charge = 0
- E_tot (eV) = -18091.2235
- max |F| (eV/A) = 1.028
- energy relative to the best compared isomer or geometry (same formula, charge and spin) (kJ/mol) = 243.0

Atoms and positions in Å:
C: 1.222 2.154 0.016
C: 0.394 0.873 -0.068
N: -0.866 1.007 0.078
S: -2.046 -0.201 0.026
C: 1.240 -0.353 -0.271
C: 1.281 -1.440 0.748
N: 0.673 -1.668 -0.553
H: 1.973 2.059 0.782
H: 0.554 2.962 0.231
H: 1.732 2.359 -0.920
H: -1.336 -1.269 -0.298
H: 2.216 -0.135 -0.767
H: 2.240 -1.901 0.930
H: 0.573 -1.450 1.580
H: 1.316 -2.186 -1.172

Forces on the atoms, in the same order (eV/Å):
C -0.4 -0.9 -0.3
C -0.1 0.4 -0.2
N 0.5 -0.2 -0.1
S -0.3 0.6 0.2
C 0.6 0.4 -0.2
C 0.0 -0.1 0.2
N 0.4 -0.5 -0.7
H 0.3 0.0 0.4
H -0.3 0.5 0.2
H 0.1 -0.1 -0.2
H 0.3 -0.5 -0.2
H -0.8 -0.1 0.5
H 0.1 0.0 0.2
H 0.2 0.2 -0.2
H -0.6 0.3 0.4

Results of the Mulliken charge analysis, in e, for atoms 1 through 2: -1.23, 0.67


Q: Among the records above, which one has the lowest max |F|?
A: number 3